Formula: H2O4
Source: the Open Molecules 2025 dataset
Level of theory: ωB97M-V/def2-TZVPD

Geometry as XYZ:
```
6
Properties=species:S:1:pos:R:3:forces:R:3
O 1.7688 -0.1907 -0.0106 2.58 -1.87 0.71
O -1.6616 0.1416 -0.1445 1.41 -0.73 -5.39
O 0.7834 0.5711 0.3534 -1.84 0.28 -1.11
O -0.6111 -0.5346 0.2460 1.12 -0.12 1.25
H 1.8968 -0.4496 -0.9600 -1.34 1.21 0.25
H -2.1763 0.4623 0.5157 -1.92 1.24 4.30
```
Forces are in eV/Å.

Computed properties:
HOMO-LUMO gap (spin up / spin down) = 10.02 / 10.08 eV
energy = -301.8398 hartree
net charge = 0
spin multiplicity = 1
energy above the lowest of the compared OMol25 structures with the same formula, charge and spin = 26.2 kcal per mole